{
  "formula": "C53H90ClF16N2O15S2",
  "method": "ωB97M-V/def2-TZVPD",
  "lumo_ev": -5.198,
  "homo_energy_ev": -9.980,
  "total_charge": 1,
  "elements": ["C", "C", "C", "C", "C", "O", "C", "O", "C", "C", "C", "C", "C", "F", "C", "F", "F", "C", "C", "C", "C", "F", "F", "C", "F", "F", "C", "F", "F", "C", "F", "F", "S", "F", "F", "F", "F", "F", "N", "C", "C", "O", "C", "C", "C", "N", "C", "S", "C", "C", "C", "C", "Cl", "H", "H", "H", "H", "H", "H", "H", "H", "H", "H", "H", "H", "H", "H", "H", "H", "H", "H", "H", "H", "H", "H", "H", "H", "H", "H", "H", "H", "H", "H", "H", "H", "H", "H", "C", "O", "C", "C", "O", "C", "C", "O", "C", "H", "H", "H", "H", "H", "H", "H", "H", "H", "H", "H", "H", "H", "H", "C", "O", "C", "C", "O", "C", "C", "O", "C", "H", "H", "H", "H", "H", "H", "H", "H", "H", "H", "H", "H", "H", "H", "C", "O", "C", "C", "O", "C", "C", "O", "C", "H", "H", "H", "H", "H", "H", "H", "H", "H", "H", "H", "H", "H", "H", "C", "O", "C", "C", "O", "C", "C", "O", "C", "H", "H", "H", "H", "H", "H", "H", "H", "H", "H", "H", "H", "H", "H"],
  "coordinates": [[4.305, -2.292, 2.105], [4.286, -3.799, 1.430], [3.202, -3.934, 0.205], [3.861, -3.879, -1.304], [5.160, -2.833, -1.367], [2.817, -3.272, -2.191], [2.275, -4.286, -3.118], [2.789, -4.380, -4.376], [1.029, -5.315, -2.783], [-0.456, -4.684, -2.384], [-0.549, -3.035, -2.370], [-0.534, -2.576, -3.978], [-1.840, -1.593, -4.324], [-2.741, -1.966, -5.449], [-2.126, -0.367, -3.519], [-1.331, 0.854, -3.860], [-3.193, -0.407, -2.483], [-1.754, -5.690, -2.067], [-3.174, -4.938, -1.731], [-3.238, -4.309, -0.182], [-4.777, -4.225, 0.413], [-5.545, -3.403, -0.537], [-5.321, -5.629, 0.248], [-4.912, -3.892, 1.990], [-3.703, -4.505, 2.661], [-6.054, -4.752, 2.492], [-5.264, -2.388, 2.461], [-5.728, -2.483, 3.900], [-6.570, -2.015, 1.782], [-4.258, -1.189, 2.125], [-4.979, 0.099, 2.455], [-4.093, -1.133, 0.623], [-2.583, -1.112, 2.865], [-2.139, 0.029, 1.614], [-3.116, 0.257, 3.814], [-2.891, -2.142, 4.181], [-1.896, -2.329, 1.881], [-1.022, -0.852, 3.526], [-1.566, -7.219, -2.125], [-2.805, -8.070, -1.797], [-3.103, -8.123, -0.152], [-4.485, -8.526, 0.171], [-4.818, -9.853, -0.370], [-5.960, -9.732, -1.586], [-0.202, -7.839, -2.496], [-0.069, -9.372, -2.589], [0.037, -9.889, -1.320], [0.189, -10.286, 0.331], [1.146, -6.978, -2.853], [2.605, -7.576, -3.298], [3.134, -8.855, -2.419], [3.275, -8.578, -0.806], [5.122, -8.431, -0.431], [3.433, -1.590, 1.722], [5.348, -1.782, 1.837], [4.194, -2.420, 3.265], [3.954, -4.557, 2.283], [5.383, -4.115, 1.117], [2.538, -4.903, 0.391], [2.444, -3.018, 0.310], [4.128, -4.958, -1.691], [5.109, -2.348, -2.444], [6.180, -3.399, -1.216], [5.000, -1.942, -0.604], [-1.550, -2.610, -1.937], [0.330, -2.566, -1.754], [0.481, -2.016, -4.150], [-0.629, -3.558, -4.625], [-4.097, -5.606, -1.994], [-3.231, -4.003, -2.471], [-2.508, -4.968, 0.449], [-2.884, -3.184, -0.313], [-3.765, -7.720, -2.410], [-2.658, -9.214, -2.104], [-2.746, -7.147, 0.403], [-2.404, -8.995, 0.266], [-5.373, -10.466, 0.492], [-3.909, -10.465, -0.778], [-6.392, -8.632, -1.665], [-6.855, -10.477, -1.334], [-5.517, -10.079, -2.615], [3.475, -6.795, -3.340], [2.474, -7.974, -4.416], [4.238, -9.089, -2.807], [2.525, -9.858, -2.642], [2.946, -9.589, -0.265], [2.658, -7.660, -0.422], [8.782, 0.836, 6.894], [8.480, 1.413, 5.634], [8.488, 0.457, 4.576], [7.455, 0.819, 3.507], [6.104, 0.537, 3.895], [5.535, 1.407, 4.883], [5.262, 2.824, 4.369], [6.475, 3.576, 4.318], [6.452, 4.579, 3.316], [9.816, 0.482, 6.909], [8.656, 1.602, 7.661], [8.097, 0.012, 7.119], [8.271, -0.550, 4.956], [9.491, 0.459, 4.139], [7.644, 0.188, 2.631], [7.561, 1.852, 3.171], [6.136, 1.411, 5.794], [4.572, 0.954, 5.148], [4.584, 3.340, 5.055], [4.797, 2.765, 3.380], [6.247, 4.139, 2.335], [7.437, 5.048, 3.280], [5.703, 5.336, 3.554], [3.626, 8.266, 10.427], [3.833, 7.113, 9.626], [3.003, 7.094, 8.466], [3.718, 6.414, 7.297], [4.730, 7.229, 6.691], [5.933, 7.413, 7.449], [6.790, 6.148, 7.559], [6.240, 5.258, 8.531], [6.535, 3.900, 8.255], [2.622, 8.249, 10.859], [4.362, 8.261, 11.233], [3.770, 9.178, 9.839], [2.721, 8.113, 8.170], [2.097, 6.538, 8.721], [2.977, 6.236, 6.509], [4.114, 5.436, 7.574], [5.716, 7.846, 8.427], [6.511, 8.164, 6.898], [7.798, 6.413, 7.889], [6.848, 5.666, 6.577], [6.180, 3.622, 7.258], [6.012, 3.281, 8.987], [7.609, 3.720, 8.338], [-7.693, 5.560, -5.441], [-7.804, 4.173, -5.162], [-7.909, 3.382, -6.344], [-7.240, 2.020, -6.147], [-5.808, 2.074, -6.182], [-5.169, 2.665, -5.041], [-5.267, 1.811, -3.773], [-6.565, 1.937, -3.189], [-6.951, 0.781, -2.466], [-8.619, 5.930, -5.888], [-7.514, 6.086, -4.501], [-6.847, 5.755, -6.107], [-7.443, 3.890, -7.198], [-8.974, 3.245, -6.554], [-7.527, 1.381, -6.990], [-7.594, 1.518, -5.246], [-5.525, 3.683, -4.878], [-4.110, 2.745, -5.312], [-4.540, 2.162, -3.036], [-5.052, 0.767, -4.023], [-6.920, -0.104, -3.108], [-7.980, 0.919, -2.126], [-6.304, 0.642, -1.598], [-1.110, 5.051, -6.150], [-1.545, 6.393, -6.298], [-2.681, 6.512, -7.152], [-3.583, 7.662, -6.699], [-4.358, 7.358, -5.532], [-3.639, 7.301, -4.292], [-3.146, 8.667, -3.805], [-1.981, 9.062, -4.533], [-1.851, 10.471, -4.629], [-0.728, 4.671, -7.101], [-0.310, 5.028, -5.409], [-1.927, 4.416, -5.791], [-3.263, 5.582, -7.160], [-2.312, 6.706, -8.163], [-4.315, 7.847, -7.494], [-3.026, 8.591, -6.571], [-2.832, 6.568, -4.341], [-4.359, 6.923, -3.557], [-2.868, 8.604, -2.750], [-3.948, 9.404, -3.923], [-2.741, 10.910, -5.088], [-0.993, 10.692, -5.267], [-1.682, 10.904, -3.641]],
  "lowdin_charge": [-0.1384, -0.2509, -0.1628, -0.2822, -0.0376, -0.1157, -0.2263, 0.0273, 0.0982, 0.0123, -0.1323, -0.0810, -0.0484, -0.0413, -0.0148, 0.0016, -0.0213, 0.0227, -0.0979, -0.0598, -0.1814, 0.0297, -0.0121, -0.0843, 0.0153, 0.0342, -0.0986, 0.0441, 0.0441, -0.2066, 0.0365, 0.0060, 1.0841, -0.1919, -0.1846, -0.1563, -0.1897, -0.1712, 0.0118, -0.1059, -0.1541, -0.2097, -0.2302, -0.0986, -0.0454, 0.0496, -0.5240, 0.7429, 0.0221, -0.1531, -0.2693, -0.5368, 0.4466, 0.0818, 0.0810, 0.0810, 0.1100, 0.1149, 0.1063, 0.1189, 0.1483, 0.1013, 0.1008, 0.0938, 0.0883, 0.1290, 0.1384, 0.1369, 0.1250, 0.1375, 0.1258, 0.1140, 0.1510, 0.1318, 0.1279, 0.0938, 0.1425, 0.1174, 0.0921, 0.0914, 0.0729, 0.1210, 0.1519, 0.1110, 0.1110, 0.0534, 0.0806, -0.1018, -0.2059, -0.1901, -0.1697, -0.1488, -0.1686, -0.1902, -0.2223, -0.1042, 0.0894, 0.0752, 0.0885, 0.1243, 0.1254, 0.1214, 0.1164, 0.1099, 0.1258, 0.1194, 0.1247, 0.0850, 0.0919, 0.0883, -0.1086, -0.2075, -0.1921, -0.1751, -0.1373, -0.1661, -0.1798, -0.2025, -0.0990, 0.0866, 0.0893, 0.0866, 0.1253, 0.1231, 0.1238, 0.1130, 0.1154, 0.1264, 0.1255, 0.1193, 0.0725, 0.0931, 0.0812, -0.1013, -0.2074, -0.1904, -0.1699, -0.1324, -0.1638, -0.1976, -0.1991, -0.1053, 0.0874, 0.0897, 0.0798, 0.1257, 0.1244, 0.1263, 0.1142, 0.1181, 0.1156, 0.1224, 0.1099, 0.0854, 0.0921, 0.0786, -0.1066, -0.2038, -0.1876, -0.1669, -0.1454, -0.1697, -0.1883, -0.2104, -0.1087, 0.0881, 0.0887, 0.0727, 0.1220, 0.1252, 0.1271, 0.1160, 0.1145, 0.1242, 0.1239, 0.1257, 0.0862, 0.0899, 0.0862]
}

{
  "formula": "C5H8BN",
  "method": "ωB97M-V/def2-TZVPD",
  "lumo_ev": 0.852,
  "smiles": "CN1BC=CC=C1",
  "homo_energy_ev": -8.250,
  "e_above_lowest_kcal_mol": 0.0,
  "elements": ["C", "N", "B", "C", "C", "C", "C", "H", "H", "H", "H", "H", "H", "H", "H"],
  "coordinates": [[2.185, 0.048, 0.043], [0.774, 0.089, -0.095], [-0.035, 1.301, 0.280], [-1.635, 1.052, 0.329], [-2.121, -0.213, -0.013], [-1.207, -1.220, -0.414], [0.140, -1.050, -0.404], [2.720, 1.014, -0.087], [2.515, -0.169, 1.013], [2.597, -0.710, -0.642], [0.312, 2.468, 0.514], [-2.380, 1.754, 0.597], [-3.158, -0.253, 0.100], [-1.512, -2.264, -0.553], [0.803, -1.848, -0.667]],
  "nbo_charge": [-0.3964, -0.5667, 0.4918, -0.4939, -0.1651, -0.3118, 0.0584, 0.2179, 0.1977, 0.1960, -0.0513, 0.2057, 0.2087, 0.2181, 0.1909]
}

{
  "formula": "C3H3ErO3",
  "method": "ωB97M-V/def2-TZVPD",
  "lumo_ev": [-15.935, -16.099],
  "homo_energy_ev": [-22.360, -24.462],
  "e_above_lowest_kcal_mol": 0.0,
  "total_charge": 3,
  "multiplicity": 5,
  "s2": 6.024,
  "elements": ["O", "Er", "O", "C", "O", "C", "H", "C", "H", "H"],
  "coordinates": [[3.171, 1.608, 1.152], [0.915, -1.442, -1.435], [2.583, -0.090, -0.286], [3.014, 0.690, 0.478], [-1.733, -0.422, 0.443], [-1.312, -1.444, -0.261], [-1.824, -2.374, 0.040], [-1.613, 0.856, 0.052], [-0.897, 1.091, -0.738], [-2.305, 1.527, 0.554]],
  "nbo_charge": [-0.2502, 2.5463, -0.7938, 1.1141, -0.3356, -0.3313, 0.2692, 0.3328, 0.1559, 0.2925]
}

{
  "formula": "C5H7N3",
  "method": "ωB97M-V/def2-TZVPD",
  "lumo_ev": 0.972,
  "smiles": "C=C1N=CNN2C[C@@H]12",
  "homo_energy_ev": -8.074,
  "e_above_lowest_kcal_mol": 163.2,
  "elements": ["C", "C", "N", "C", "N", "N", "C", "C", "H", "H", "H", "H", "H", "H", "H"],
  "coordinates": [[-2.377, -0.336, -0.319], [-1.062, -0.307, 0.193], [-0.190, -1.451, 0.232], [1.039, -1.380, 0.032], [1.715, -0.217, -0.142], [0.685, 0.788, -0.620], [0.081, 1.967, 0.171], [-0.132, 0.638, 0.466], [-2.962, 0.614, -0.064], [-2.723, -1.289, -0.640], [1.725, -2.121, 0.284], [2.611, -0.216, -0.775], [0.838, 2.569, 0.789], [-0.565, 2.615, -0.499], [0.315, 0.494, 1.358]],
  "nbo_charge": [-0.4664, 0.1909, -0.4821, 0.2557, -0.4765, -0.2474, -0.1939, -0.2384, 0.2111, 0.2209, 0.1818, 0.3987, 0.2127, 0.2284, 0.2046]
}

These records have E values of -167740.0732, -7480.9708, -36883.9070, -9762.3085 eV, in the order they appear.